Molecular formula: C2H3F2P
Method: DFT, ωB97M-V with the def2-TZVPD basis set

Values from the calculation:
Energy above the lowest of the compared OMol25 structures with the same formula, charge and spin: 77.7 kcal per mole
HOMO: -9.295 eV
LUMO level: -0.0372 Ha
HOMO-LUMO gap: 0.3043 hartree

Geometry as XYZ:
```
8
Properties=species:S:1:pos:R:3:forces:R:3
C -0.247 0.447 -0.911 1.83 0.24 -0.09
C -0.262 0.145 0.480 -1.67 -2.37 2.53
F -1.055 -1.034 0.878 1.35 1.08 -1.48
F -0.772 1.025 1.332 0.16 1.62 0.23
P 1.585 -0.195 0.607 -1.32 2.87 -1.34
H -0.475 -0.363 -1.577 -0.01 -0.14 -0.20
H -0.157 1.488 -1.328 0.04 -1.31 0.84
H 1.382 -1.512 0.519 -0.38 -1.98 -0.50
```
Forces are in eV/Å.

***

Molecular formula: C5H7N3O2S
Method: DFT, ωB97M-V with the def2-TZVPD basis set

Values from the calculation:
Energy above the lowest of the compared OMol25 structures with the same formula, charge and spin: 102.6 kcal per mole
HOMO (spin up / spin down): -6.077 / -9.091 eV
LUMO level (spin up / spin down): -0.0003 / -0.0848 Ha
HOMO-LUMO gap (spin up / spin down): 0.2231 / 0.2492 hartree
Spin multiplicity: 3

Geometry as XYZ:
```
18
Properties=species:S:1:pos:R:3:forces:R:3
C -0.060 0.884 -0.306 -4.29 3.26 -0.96
C 2.059 -0.362 0.145 -1.54 1.65 -0.27
C -1.795 -0.760 0.026 0.37 -1.63 0.67
C -2.294 1.538 -0.587 -2.95 -1.46 -1.76
C 4.373 -1.291 0.792 -0.22 0.84 -1.72
N 1.022 0.253 -0.096 2.81 -3.09 0.84
N -1.409 0.431 -0.363 2.93 1.30 0.91
N -3.208 -0.894 0.115 -3.59 0.68 1.26
O -3.852 -1.043 -0.928 1.14 -0.12 0.22
O -3.850 -0.849 1.227 2.74 -0.15 -2.16
S 3.191 -1.256 -0.722 1.57 -0.15 0.90
H 0.011 2.005 -0.471 -0.04 -1.64 0.31
H -3.210 1.445 -0.001 0.24 -0.03 0.13
H -1.885 2.462 -0.427 1.26 2.05 0.59
H -2.605 1.479 -1.639 -0.05 0.17 0.22
H 3.657 -1.472 1.512 -1.16 -0.45 1.83
H 4.943 -0.384 1.090 -0.32 -0.59 -0.99
H 4.912 -2.186 0.634 1.09 -0.62 -0.02
```
Forces are in eV/Å.

***

Molecular formula: C55H118N6O7
Method: DFT, ωB97M-V with the def2-TZVPD basis set

Values from the calculation:
Energy above the lowest of the compared OMol25 structures with the same formula, charge and spin: 101.3 kcal per mole
HOMO: -7.725 eV
LUMO level: 0.0152 Ha
HOMO-LUMO gap: 0.2991 hartree
Structure (SMILES): CC1(C)CCCC(C)(C)N1O.CC1(C)CCCC(C)(C)N1O.CC1(C)CCCC(C)(C)N1O.CC1(C)CCCC(C)(C)N1O.CC1(C)CCCC(C)(C)N1O.CC1(C)CCCC(C)(C)N1O.CO

Geometry as XYZ:
```
186
Properties=species:S:1:pos:R:3:forces:R:3
C -19.627 -17.298 9.460 -0.14 0.77 0.08
C -19.724 -18.771 9.782 -1.40 0.48 -1.29
C -20.519 -19.356 8.551 0.45 -1.19 1.41
C -20.336 -20.863 8.428 0.41 0.44 -0.46
C -18.853 -21.223 8.348 -0.47 0.47 0.04
C -18.090 -20.723 9.601 1.24 -0.57 0.84
N -18.384 -19.288 9.943 -0.01 -1.47 -3.37
O -17.761 -18.779 11.047 0.45 -0.13 0.61
C -18.451 -21.659 10.775 0.10 -0.08 -0.20
C -16.550 -20.963 9.334 -0.15 -0.39 0.45
C -20.610 -18.898 11.007 -0.62 -0.51 1.20
H -19.245 -16.727 10.306 0.13 0.05 -0.10
H -20.621 -16.914 9.229 -0.17 0.11 0.13
H -19.033 -17.116 8.565 0.24 -0.14 0.15
H -21.584 -19.311 8.778 -0.03 0.94 -0.08
H -20.308 -18.825 7.623 0.20 -0.08 0.00
H -20.953 -21.130 7.570 0.38 -0.59 -0.29
H -20.786 -21.377 9.277 -0.06 0.09 0.16
H -18.384 -20.820 7.450 -0.10 0.29 -0.08
H -18.761 -22.305 8.258 0.31 -0.08 0.25
H -17.864 -21.451 11.670 -0.16 0.33 0.14
H -19.521 -21.626 10.979 0.11 -0.11 0.25
H -18.160 -22.677 10.513 -0.25 -0.09 -0.09
H -15.866 -20.491 10.040 -0.32 0.89 -0.20
H -16.263 -21.991 9.556 -0.64 -0.50 -0.09
H -16.218 -20.860 8.301 -0.20 0.70 0.01
H -21.678 -18.804 10.815 0.05 0.66 -0.41
H -20.341 -18.158 11.760 -0.04 0.00 0.11
H -20.637 -19.872 11.497 0.66 -0.26 0.01
H -18.234 -19.167 11.786 0.00 -0.07 0.79
C -19.501 -21.423 3.394 0.01 0.72 -0.55
C -18.074 -21.946 3.135 1.51 -0.65 -0.31
C -18.063 -23.392 2.502 -1.61 0.79 -0.92
C -18.275 -23.352 0.963 0.60 -0.28 0.87
C -17.227 -22.508 0.296 -0.19 0.10 0.28
C -17.133 -21.060 0.824 -0.55 -0.93 -0.88
N -17.188 -21.060 2.302 0.27 -1.68 -0.52
O -16.885 -19.848 2.898 0.23 0.17 0.11
C -15.817 -20.506 0.268 0.95 0.96 2.58
C -18.227 -20.219 0.152 0.20 0.28 0.12
C -17.354 -22.148 4.467 -0.54 -0.10 1.14
H -20.179 -22.079 3.939 0.38 -0.33 0.11
H -20.025 -21.145 2.479 0.11 -0.27 -0.23
H -19.453 -20.485 3.947 0.14 0.07 0.21
H -17.248 -24.055 2.793 0.56 0.65 -0.13
H -18.928 -23.916 2.909 -0.22 0.06 0.22
H -19.268 -22.991 0.694 -0.20 -0.23 0.14
H -18.079 -24.352 0.576 -0.72 -0.23 -0.04
H -17.460 -22.470 -0.768 0.17 0.15 -0.15
H -16.302 -23.077 0.391 0.43 0.46 0.14
H -14.983 -20.907 0.844 0.17 -1.00 -0.39
H -15.588 -20.494 -0.798 -0.58 -0.17 0.12
H -15.722 -19.525 0.734 -0.25 0.76 -0.80
H -19.257 -20.404 0.457 0.13 -0.28 0.08
H -17.993 -19.174 0.357 -0.24 0.23 -0.02
H -18.126 -20.374 -0.922 -0.23 0.16 -0.12
H -17.963 -22.854 5.032 0.11 -0.68 -0.08
H -17.342 -21.348 5.207 0.12 0.77 -0.62
H -16.336 -22.522 4.362 -0.14 -0.02 -0.19
H -17.655 -19.282 2.804 -0.56 0.59 -0.01
C -23.235 -14.881 5.800 -1.18 0.15 -0.32
C -23.936 -16.233 5.556 1.51 -1.78 -0.91
C -22.800 -17.327 5.908 -0.99 -0.89 0.48
C -23.344 -18.743 6.271 0.18 0.72 -0.35
C -24.445 -18.621 7.301 0.08 -0.46 -0.61
C -25.620 -17.729 6.856 0.10 1.02 1.23
N -25.113 -16.381 6.410 2.55 -1.01 1.53
O -26.026 -15.404 6.081 -1.12 -0.35 0.04
C -26.434 -18.430 5.805 -0.63 -0.86 -0.24
C -26.450 -17.506 8.160 0.29 0.69 0.04
C -24.248 -16.436 4.041 -0.28 0.53 -0.60
H -23.781 -13.999 5.465 -0.66 -0.19 -0.03
H -22.329 -14.781 5.202 0.48 -0.49 0.60
H -23.186 -14.795 6.886 0.81 0.14 -0.09
H -22.120 -17.456 5.067 -0.06 0.44 -0.12
H -22.191 -17.031 6.763 -0.08 0.50 0.07
H -22.606 -19.431 6.684 0.56 0.43 0.06
H -23.630 -19.280 5.367 -0.61 0.14 -0.16
H -24.039 -18.350 8.276 0.11 0.66 -0.11
H -24.795 -19.637 7.488 -0.58 -0.03 -0.05
H -26.623 -19.445 6.154 -0.11 -0.11 0.04
H -27.428 -18.001 5.679 0.02 0.28 -0.18
H -25.945 -18.549 4.838 0.03 0.24 0.09
H -27.226 -16.751 8.039 -0.20 -0.22 -0.21
H -26.850 -18.397 8.643 -0.22 -0.31 -0.65
H -25.806 -17.105 8.943 0.33 0.22 -0.21
H -24.769 -17.334 3.709 0.05 -0.33 0.63
H -23.353 -16.425 3.419 0.25 0.14 0.46
H -24.856 -15.635 3.621 -0.12 0.33 0.24
H -26.563 -15.850 5.421 -0.64 0.38 -0.60
C -20.138 -13.102 7.054 -0.31 0.71 0.55
C -18.625 -13.362 7.159 -0.90 -0.86 -0.08
C -17.911 -12.258 6.293 0.50 -0.86 -0.04
C -17.873 -10.877 6.870 -1.96 -0.66 0.14
C -17.398 -10.966 8.280 0.61 0.50 1.13
C -18.001 -12.011 9.291 -1.15 0.93 -1.04
N -18.086 -13.337 8.552 1.03 1.40 0.35
O -18.681 -14.321 9.397 -0.05 0.41 -0.60
C -17.102 -12.019 10.533 0.31 -1.07 0.25
C -19.399 -11.521 9.810 -0.97 -0.45 -0.10
C -18.357 -14.775 6.535 0.78 1.31 0.44
H -20.227 -12.041 7.285 -0.68 0.10 -0.60
H -20.850 -13.577 7.729 0.71 -0.46 0.64
H -20.566 -13.405 6.098 0.42 0.56 -0.41
H -16.842 -12.436 6.174 0.09 -1.04 -0.16
H -18.355 -12.231 5.298 -0.09 -0.30 -0.06
H -18.890 -10.487 6.886 -0.09 0.45 -0.23
H -17.244 -10.245 6.243 -0.05 0.16 0.22
H -17.607 -9.979 8.690 0.39 0.05 0.54
H -16.318 -11.100 8.220 0.19 -0.11 0.41
H -16.090 -12.366 10.321 0.16 0.33 -0.28
H -17.094 -11.064 11.057 0.14 0.28 -0.56
H -17.422 -12.694 11.327 -0.55 -0.32 -0.25
H -19.971 -12.400 10.105 0.02 -0.14 0.07
H -19.468 -10.853 10.669 1.03 -0.11 0.34
H -20.073 -10.974 9.151 0.39 -0.20 -0.87
H -17.282 -14.894 6.667 0.12 -0.53 -0.33
H -18.612 -14.739 5.475 0.17 0.03 0.01
H -18.884 -15.618 6.981 -0.14 0.32 0.26
H -17.971 -14.966 9.420 -0.06 -0.31 0.24
C -16.689 -14.851 2.983 0.44 -0.04 1.09
C -15.444 -15.799 3.038 0.48 -0.63 -2.38
C -15.569 -16.861 1.864 -0.35 -0.38 0.72
C -15.412 -16.300 0.461 0.65 -0.55 1.11
C -14.051 -15.609 0.277 -1.93 0.41 0.18
C -13.812 -14.567 1.403 -0.74 0.09 -0.21
N -14.136 -15.114 2.768 -0.22 -2.52 -1.67
O -13.670 -14.353 3.817 -0.01 1.13 0.44
C -12.329 -14.168 1.300 0.16 0.57 0.62
C -14.683 -13.306 1.155 0.41 1.11 -0.15
C -15.416 -16.568 4.374 -0.83 1.16 0.20
H -16.486 -14.073 3.719 -0.16 0.34 -0.01
H -17.599 -15.347 3.321 0.07 -0.35 0.05
H -16.950 -14.374 2.037 0.45 -0.26 -0.03
H -14.941 -17.712 2.124 0.49 0.10 -0.27
H -16.568 -17.297 1.857 -0.33 0.08 0.58
H -16.296 -15.662 0.414 0.39 0.76 -0.64
H -15.566 -17.044 -0.321 0.05 -0.30 0.13
H -14.238 -15.125 -0.682 0.84 0.69 -0.05
H -13.202 -16.278 0.141 -0.20 -0.28 0.33
H -11.953 -14.080 0.281 -0.63 0.26 -0.27
H -12.218 -13.206 1.799 0.33 0.06 -0.03
H -11.593 -14.851 1.723 -0.44 -0.38 0.49
H -14.207 -12.643 0.432 0.26 -0.02 -0.17
H -15.716 -13.349 0.810 0.10 -0.93 -0.10
H -14.758 -12.712 2.066 0.26 -0.07 0.25
H -14.618 -17.258 4.651 0.28 0.14 -0.79
H -16.359 -17.112 4.430 0.03 -0.12 0.01
H -15.455 -15.807 5.154 0.01 -0.06 0.28
H -12.833 -14.767 4.036 0.09 -0.02 0.22
C -23.546 -17.809 0.268 0.75 0.80 0.29
C -21.997 -18.091 0.357 -0.98 -0.46 1.02
C -21.530 -18.736 -0.906 1.75 0.11 -2.07
C -21.301 -17.704 -2.088 -1.71 -1.39 1.56
C -20.403 -16.584 -1.602 -0.66 0.03 -1.00
C -20.738 -15.945 -0.198 0.18 0.32 -1.46
N -21.122 -16.976 0.766 1.77 -2.11 -3.18
O -21.260 -16.572 2.056 -0.98 0.71 0.64
C -19.455 -15.249 0.275 -0.46 -0.47 0.36
C -21.917 -14.990 -0.401 -0.55 0.47 0.49
C -21.889 -19.167 1.417 0.45 -0.50 1.06
H -23.863 -17.328 1.194 -0.13 0.25 0.15
H -24.126 -18.732 0.245 0.22 -0.04 -0.34
H -23.810 -17.137 -0.549 -0.12 -0.26 -0.04
H -20.572 -19.245 -0.794 0.46 0.46 0.61
H -22.115 -19.639 -1.082 -0.83 0.48 -0.58
H -22.297 -17.343 -2.347 -0.09 0.34 -0.14
H -20.927 -18.165 -3.002 0.21 -0.13 0.20
H -20.570 -15.834 -2.376 0.00 0.74 0.33
H -19.394 -16.885 -1.883 0.49 -0.05 1.30
H -18.862 -14.781 -0.511 -0.41 0.13 -0.18
H -19.713 -14.519 1.042 0.36 -0.04 0.16
H -18.849 -16.069 0.661 0.29 0.24 0.38
H -21.719 -13.992 -0.791 0.46 -0.24 -0.56
H -22.710 -15.476 -0.970 0.13 0.20 -0.24
H -22.376 -14.728 0.553 0.02 -0.26 0.41
H -20.859 -19.474 1.598 0.10 0.18 -0.23
H -22.450 -20.062 1.145 -0.10 0.08 -0.11
H -22.241 -18.842 2.396 -0.26 0.07 0.03
H -22.218 -16.523 2.107 -0.41 0.62 0.97
C -19.261 -17.459 4.382 -0.80 -0.09 2.60
O -19.041 -17.811 3.111 1.31 -0.38 -3.44
H -20.021 -18.154 4.738 -0.16 0.01 0.97
H -18.340 -17.579 4.951 -0.09 0.04 0.27
H -19.645 -16.449 4.527 0.06 0.17 -0.11
H -19.610 -17.294 2.537 -0.18 -0.16 -0.24
```
Forces are in eV/Å.

***

Molecular formula: C2H4N4O2
Method: DFT, ωB97M-V with the def2-TZVPD basis set

Values from the calculation:
Energy above the lowest of the compared OMol25 structures with the same formula, charge and spin: 72.2 kcal per mole
HOMO: -9.357 eV
LUMO level: 0.0078 Ha
HOMO-LUMO gap: 0.3516 hartree

Geometry as XYZ:
```
12
Properties=species:S:1:pos:R:3:forces:R:3
C -1.851 -0.195 0.009 -0.80 -2.32 0.38
C 0.279 0.719 -0.167 -0.10 -3.27 2.48
H 1.964 -1.953 -0.581 0.91 -0.46 -1.91
H 1.934 -1.363 0.991 -0.91 0.22 -0.97
H -1.494 1.878 -0.328 1.66 -3.57 3.30
H 1.101 2.419 0.278 -0.02 -1.73 -1.40
N 1.420 -1.557 0.110 -1.93 2.07 2.48
N 0.383 -0.713 -0.281 1.28 -0.27 -0.69
N -1.016 0.914 0.371 -3.67 4.10 -4.87
N 1.255 1.479 -0.214 1.04 2.45 0.74
O -0.904 -1.312 -0.043 -2.00 2.08 -0.14
O -3.071 -0.317 -0.144 4.53 0.69 0.60
```
Forces are in eV/Å.